A structure of composition C34H36AsF3N4O6RbS2SbTe, computed with ωB97M-V/def2-TZVPD.

```
! RIJCOSX wB97M-V def2-TZVPD def2/J DEFGRID3
* xyz -2 1
Rb -0.6302 1.6233 -0.5632
O -3.9362 4.4636 2.5376
As -3.2093 2.9759 1.7881
O -4.4356 2.2766 0.9637
O -1.8692 3.5200 0.9933
C -2.7335 2.1288 3.5036
C -3.2498 2.7457 4.6438
C -2.9536 2.2848 5.9180
C -2.1265 1.1855 6.0804
C -1.6151 0.5502 4.9611
C -1.9127 1.0103 3.6818
S -1.1463 0.0743 2.3469
O -2.0668 0.1360 1.2229
O -0.9543 -1.2641 2.8878
O 0.1184 0.7551 2.0566
H -4.3868 4.9071 1.8112
H -3.8886 3.6078 4.5217
H -3.3708 2.7909 6.7812
H -1.8836 0.8169 7.0702
H -0.9834 -0.3236 5.0540
N -0.7230 -1.4529 -3.3042
N -1.0214 -1.3153 -1.8865
H 0.2858 -1.3346 -3.3962
H -1.1084 -0.6173 -3.7315
H -0.1659 -1.4786 -1.3632
H -1.6523 -2.0755 -1.6658
Te 2.5377 0.2708 -2.3750
C 2.4498 1.1363 -4.2972
C 1.3943 1.1960 -5.1732
C 1.6742 1.8865 -6.3842
C 2.9457 2.3719 -6.4309
S 3.8007 1.9445 -5.0010
H 0.4371 0.7476 -4.9459
H 0.9523 2.0270 -7.1792
H 3.4166 2.9395 -7.2179
F 7.5461 -4.3406 0.1320
C 6.3316 -3.7844 0.3917
C 5.9389 -3.6396 1.7054
C 4.6954 -3.0734 1.9638
C 3.8596 -2.6629 0.9289
C 4.3092 -2.8106 -0.3847
C 5.5460 -3.3782 -0.6656
Sb 1.9066 -1.7729 1.1753
C 2.0735 -1.6582 3.3073
C 1.9310 -2.7791 4.1197
C 2.0232 -2.6823 5.5030
C 2.2573 -1.4397 6.0538
F 2.3473 -1.3321 7.4075
C 2.3926 -0.3027 5.2873
C 2.2942 -0.4220 3.9064
C 0.8851 -3.6719 1.0923
C -0.5042 -3.6759 0.9574
C -1.2103 -4.8672 0.8567
C -0.5063 -6.0535 0.8881
F -1.1893 -7.2255 0.7899
C 0.8648 -6.0970 1.0173
C 1.5536 -4.8924 1.1174
H 6.5974 -3.9612 2.5022
H 4.3779 -2.9534 2.9927
H 3.7005 -2.4544 -1.2103
H 5.9042 -3.4888 -1.6806
H 1.7236 -3.7456 3.6753
H 1.9029 -3.5437 6.1471
H 2.5452 0.6559 5.7655
H 2.3440 0.4715 3.2966
H -1.0547 -2.7424 0.9692
H -2.2880 -4.8791 0.7622
H 1.3769 -7.0503 1.0353
H 2.6332 -4.9200 1.2109
C -3.0935 3.5057 -2.3220
C -3.8415 4.3620 -3.3784
N -3.3041 4.1126 -4.7233
C -3.4203 2.6809 -5.0086
C -2.5851 1.8637 -3.9874
N -2.0148 2.7585 -2.9831
C -1.1086 3.7024 -3.6429
C -1.8828 4.4778 -4.7430
H -3.7565 2.7980 -1.8201
H -2.6533 4.1145 -1.5300
H -3.7395 5.4303 -3.1706
H -4.9091 4.1305 -3.3931
H -3.0772 2.5056 -6.0319
H -4.4786 2.4123 -4.9624
H -1.7609 1.3491 -4.4869
H -3.1918 1.1139 -3.4750
H -0.2602 3.1520 -4.0555
H -0.7231 4.3816 -2.8790
H -1.4889 4.2525 -5.7374
H -1.8086 5.5583 -4.5951
*
```

Calculated total energy: -159237.219 eV



A structure of composition C34H36AsNP2S3SbZr, computed with ωB97M-V/def2-TZVPD.

```
! RIJCOSX wB97M-V def2-TZVPD def2/J DEFGRID3
* xyz 2 2
Zr 0.0512 0.2250 0.3736
S -0.3727 -1.7704 1.9031
Sb -0.7889 0.3413 3.2476
S 1.1055 1.4279 2.2663
S -2.1734 0.7422 1.2659
C 4.4758 1.6246 -0.1717
N 3.2801 0.8733 -0.5962
P 1.8705 1.6968 -1.1253
C 1.9952 3.4684 -0.7898
C 1.1481 4.1151 0.1090
C 1.2438 5.4871 0.2933
C 2.1880 6.2180 -0.4106
C 3.0256 5.5844 -1.3222
C 2.9211 4.2204 -1.5218
C 1.8910 1.6671 -2.9351
C 0.8870 2.3685 -3.6068
C 0.8451 2.3660 -4.9915
C 1.8154 1.6775 -5.7133
C 2.8270 1.0005 -5.0484
C 2.8640 0.9901 -3.6597
P 2.7518 -0.6157 0.0877
C 3.1147 -1.9327 -1.0978
C 4.1298 -1.8880 -2.0462
C 4.3782 -2.9954 -2.8452
C 3.6289 -4.1541 -2.6857
C 2.6293 -4.2127 -1.7233
C 2.3692 -3.1020 -0.9351
C 3.8212 -1.0718 1.4773
C 5.1613 -1.3949 1.2486
C 5.9626 -1.8223 2.2931
C 5.4295 -1.9613 3.5686
C 4.0927 -1.6746 3.7977
C 3.2924 -1.2270 2.7568
H 4.9243 2.1285 -1.0271
H 5.2103 0.9379 0.2390
H 4.2309 2.3653 0.5900
H 0.4047 3.5616 0.6652
H 0.5777 5.9847 0.9852
H 2.2646 7.2869 -0.2612
H 3.7488 6.1577 -1.8864
H 3.5484 3.7375 -2.2620
H 0.1528 2.9413 -3.0483
H 0.0699 2.9157 -5.5097
H 1.7896 1.6859 -6.7951
H 3.5924 0.4810 -5.6103
H 3.6506 0.4653 -3.1406
H 4.7378 -0.9977 -2.1549
H 5.1677 -2.9602 -3.5845
H 3.8311 -5.0169 -3.3063
H 2.0557 -5.1206 -1.5891
H 1.5887 -3.1452 -0.1808
H 5.5789 -1.3343 0.2509
H 7.0010 -2.0640 2.1090
H 6.0560 -2.3054 4.3807
H 3.6728 -1.7985 4.7872
H 2.2553 -0.9945 2.9441
C 0.5138 -1.5871 -3.6246
As -0.5779 -1.1001 -2.1078
C -1.6198 -2.6887 -1.7298
C -1.9320 0.1210 -2.8636
C -2.6265 -0.4574 -4.0607
C -2.0746 -0.3104 -5.3314
C -2.6998 -0.8645 -6.4378
C -3.8846 -1.5722 -6.2864
C -4.4454 -1.7153 -5.0255
C -3.8192 -1.1611 -3.9186
H -0.1232 -2.0957 -4.3455
H 1.3216 -2.2397 -3.3010
H 0.9235 -0.6836 -4.0702
H -2.1124 -3.0233 -2.6410
H -2.3695 -2.4512 -0.9766
H -0.9718 -3.4796 -1.3563
H -1.4126 1.0451 -3.1167
H -2.6357 0.3296 -2.0556
H -1.1562 0.2544 -5.4545
H -2.2683 -0.7363 -7.4219
H -4.3751 -2.0006 -7.1500
H -5.3784 -2.2497 -4.9045
H -4.2727 -1.2614 -2.9382
*
```

Energy relative to the best compared isomer or geometry (same formula, charge and spin): 40.5 kJ/mol
<S²>: 0.763



A structure of composition C34H36BIrN6OS at a distorted geometry, computed with ωB97M-V/def2-TZVPD.

```
! RIJCOSX wB97M-V def2-TZVPD def2/J DEFGRID3
* xyz 2 5
Ir -16.4063 -7.3165 3.6897
C -11.5443 -7.2873 1.4198
C -12.7721 -6.7518 2.0550
C -13.3410 -5.4739 1.9106
C -14.3015 -5.3228 2.9186
N -14.4645 -6.5746 3.5437
N -13.3605 -7.3806 3.1000
B -13.3944 -8.9018 3.4201
N -14.0699 -8.9111 4.8245
N -15.3470 -8.3178 4.9926
C -15.6916 -8.4625 6.3038
C -14.6573 -9.1738 6.9556
C -13.6971 -9.4323 5.9925
C -12.4632 -10.2762 6.1237
C -16.9022 -8.0339 6.9216
C -17.1287 -8.3976 8.2703
C -18.1531 -7.8496 8.9965
C -19.0204 -6.9356 8.4048
C -18.9498 -6.6889 7.0246
C -17.9061 -7.2627 6.3224
N -14.4795 -9.4644 2.4577
N -15.8289 -9.0806 2.7975
C -16.6536 -9.5810 1.7999
C -15.8446 -10.3105 0.9075
C -14.5393 -10.2383 1.3348
C -13.3590 -10.9333 0.7955
C -18.0412 -9.5575 1.8876
C -18.6621 -9.5709 3.1498
C -20.0324 -9.4421 3.2154
C -20.7708 -9.1847 2.0351
C -20.1409 -9.1128 0.8085
C -18.8036 -9.4941 0.6838
C -14.9007 -4.0618 3.3374
C -15.1822 -3.0959 2.3528
C -15.7594 -1.9125 2.6710
C -15.8643 -1.5313 4.0032
C -15.4874 -2.4139 5.0118
C -15.0741 -3.6865 4.6638
H -10.6806 -6.6599 1.7047
H -11.5745 -7.2836 0.3386
H -11.3666 -8.2881 1.8226
H -13.0700 -4.7104 1.1882
H -12.2874 -9.3534 3.4955
H -14.5492 -9.4282 8.0102
H -12.5211 -10.7765 7.0999
H -11.5753 -9.6258 6.0164
H -12.4331 -11.0258 5.3238
H -16.5029 -9.1655 8.7605
H -18.2506 -8.0778 10.0700
H -19.8106 -6.4294 9.0281
H -19.6494 -6.0730 6.4377
H -17.8906 -7.2055 5.2027
H -16.1872 -10.8739 0.0900
H -13.7267 -11.7316 0.1442
H -12.8056 -11.4127 1.6146
H -12.6839 -10.2520 0.2565
H -18.0833 -9.8081 4.0714
H -20.5925 -9.5023 4.1377
H -21.8180 -8.9940 2.0179
H -20.7021 -8.7536 -0.0425
H -18.2881 -9.5681 -0.2673
H -15.0361 -3.4038 1.3114
H -16.1274 -1.2773 1.8780
H -16.2160 -0.5475 4.2933
H -15.4862 -2.1273 6.0859
H -14.9093 -4.4418 5.4106
O -17.3649 -5.6286 3.4380
S -18.2911 -6.0774 2.1976
C -19.6361 -4.8132 2.6442
C -19.8999 -4.0816 1.3505
C -18.5325 -3.7897 0.7138
C -17.6701 -5.0758 0.8793
H -19.2095 -4.1944 3.4364
H -20.4658 -5.3616 3.1034
H -20.4569 -3.1536 1.5625
H -20.5265 -4.6571 0.6425
H -18.0725 -2.8693 1.0978
H -18.6114 -3.6100 -0.3973
H -16.6211 -4.9590 1.0360
H -17.7463 -5.7442 -0.0219
*
```

Energy relative to the best compared isomer or geometry (same formula, charge and spin): 0.0 kJ/mol
<S²>: 6.018



A structure of composition C34H36BN10STc, computed with ωB97M-V/def2-TZVPD.

```
! RIJCOSX wB97M-V def2-TZVPD def2/J DEFGRID3
* xyz 0 1
Tc 0.2729 0.2753 0.4319
C 5.0471 -1.4436 1.4156
C 4.0645 -2.3319 1.8917
N 3.0653 -2.4585 1.0376
N 3.3779 -1.6541 -0.0070
C 4.5684 -1.0432 0.1932
B 2.5484 -1.7052 -1.2855
N 2.2916 -0.2896 -1.9014
C 2.7030 0.1448 -3.1072
C 2.0899 1.3493 -3.3769
C 1.2847 1.5843 -2.2651
N 1.4168 0.5988 -1.3830
N 1.1775 -2.3370 -0.9270
C 0.8286 -3.6283 -0.9481
C -0.4213 -3.7733 -0.3770
C -0.7669 -2.4929 0.0289
N 0.2038 -1.6371 -0.2943
N 3.2533 -2.5022 -2.3972
C 2.7811 -3.3404 -3.3520
C 3.8321 -3.7016 -4.1586
C 4.9309 -3.0133 -3.6151
N 4.5777 -2.2937 -2.5643
H 5.9641 -1.1442 1.8930
H 4.0429 -2.8738 2.8247
H 4.9859 -0.3896 -0.5534
H 3.4242 -0.4146 -3.6768
H 2.2102 1.9667 -4.2489
H 0.6145 2.4041 -2.0717
H 1.5037 -4.3683 -1.3379
H -0.9844 -4.6815 -0.2581
H -1.6342 -2.1324 0.5590
H 1.7353 -3.5796 -3.4320
H 3.8069 -4.3571 -5.0116
H 5.9584 -3.0116 -3.9430
N -1.2015 1.1260 -0.4434
C -2.0563 1.9129 -0.9211
C -3.2318 1.3158 -1.6301
C -3.7281 1.8495 -2.8157
C -4.7708 1.2222 -3.4826
C -5.3336 0.0650 -2.9642
C -4.8403 -0.4725 -1.7821
C -3.7889 0.1435 -1.1235
C -1.9637 3.3966 -0.7278
C -0.7625 3.9764 -0.3214
C -0.6804 5.3345 -0.0684
C -1.8068 6.1371 -0.1980
C -3.0131 5.5671 -0.5732
C -3.0921 4.2070 -0.8375
H -3.2877 2.7490 -3.2278
H -5.1420 1.6383 -4.4102
H -6.1510 -0.4195 -3.4823
H -5.2742 -1.3784 -1.3774
H -3.3814 -0.2756 -0.2095
H 0.1071 3.3474 -0.1772
H 0.2627 5.7664 0.2404
H -1.7456 7.1986 0.0034
H -3.9017 6.1795 -0.6556
H -4.0438 3.7738 -1.1123
C -4.6680 -0.3564 2.6144
S -3.4432 -1.6796 2.5594
C -4.5594 -3.0379 2.1484
H -5.3749 -0.5267 3.4255
H -5.2020 -0.2835 1.6666
H -4.1362 0.5752 2.7949
H -4.9542 -2.9282 1.1381
H -5.3836 -3.0862 2.8592
H -3.9906 -3.9641 2.2098
C -1.0249 0.7664 2.1756
H -1.0622 0.0060 2.9547
H -2.0375 1.0230 1.8738
H -0.5432 1.6559 2.5956
N 1.4474 0.1912 1.6430
C 2.1611 0.3540 2.8114
C 3.1550 1.3253 2.9043
C 3.8815 1.4464 4.0754
C 3.6075 0.6185 5.1566
C 2.6053 -0.3404 5.0643
C 1.8866 -0.4842 3.8919
H 3.3554 1.9548 2.0470
H 4.6643 2.1901 4.1479
H 4.1754 0.7194 6.0723
H 2.3933 -0.9855 5.9070
H 1.1199 -1.2390 3.7780
*
```

Energy relative to the best compared isomer or geometry (same formula, charge and spin): 0.0 kJ/mol



A structure of composition C34H36BrInN4O4P2S2, computed with ωB97M-V/def2-TZVPD.

```
! RIJCOSX wB97M-V def2-TZVPD def2/J DEFGRID3
* xyz 2 1
In -0.5248 -0.5704 -0.6618
O 2.4480 -3.4443 -2.4898
C 3.4848 -2.5761 -2.5838
C 4.7095 -3.1008 -2.9905
C 5.8119 -2.2823 -3.0988
C 5.7221 -0.9203 -2.8021
C 4.5178 -0.3985 -2.3961
C 3.3764 -1.2099 -2.2798
C 2.1210 -0.6107 -1.8171
O 1.0332 -1.3837 -1.7793
N 2.1160 0.6379 -1.4224
N 0.8712 1.0530 -0.9529
C 0.7581 2.3220 -0.7285
S 2.0671 3.4188 -0.9174
C 1.0695 4.9030 -0.5768
C -0.0646 4.5494 0.3706
S -0.7728 2.9766 -0.2111
H 1.6668 -2.9257 -2.2424
H 4.7634 -4.1566 -3.2184
H 6.7556 -2.7033 -3.4197
H 6.5898 -0.2827 -2.8962
H 4.4256 0.6535 -2.1635
H 0.7007 5.2981 -1.5219
H 1.7356 5.6355 -0.1222
H -0.8584 5.2934 0.3353
H 0.2858 4.4146 1.3927
C -4.1523 -0.3370 1.7380
O -2.7384 -0.1535 1.5973
C -2.1503 0.6794 2.5202
C -2.8406 1.4422 3.4476
C -2.1403 2.3186 4.2714
Br -3.0940 3.3383 5.5296
C -0.7720 2.4655 4.1638
C -0.0750 1.6894 3.2416
C -0.7664 0.7747 2.4590
O -0.0957 -0.0026 1.5192
C 1.3447 1.9581 2.9554
N 1.8394 3.1432 2.8547
C 3.1488 2.9709 2.3903
C 4.1147 3.9308 2.1105
C 5.3239 3.4849 1.6117
C 5.5679 2.1212 1.3962
C 4.6132 1.1589 1.6761
C 3.4073 1.6200 2.1787
N 2.2166 0.9410 2.5206
H -4.6855 0.6023 1.5812
H -4.3934 -0.7293 2.7269
H -4.4466 -1.0575 0.9803
H -3.9136 1.3771 3.5430
H -0.2341 3.1792 4.7715
H 0.8610 0.2590 1.5701
H 3.9237 4.9804 2.2904
H 6.1049 4.1983 1.3866
H 6.5280 1.8141 1.0044
H 4.8062 0.1080 1.5053
H 2.2764 0.0862 3.0627
C -0.5658 -4.2207 -0.7148
P -1.4557 -2.8422 0.0523
C -1.6255 -3.2491 1.8039
C -3.1112 -2.8595 -0.7012
C -3.9232 -3.9595 -0.4247
C -5.1932 -4.0711 -0.9683
C -5.6727 -3.0783 -1.8079
C -4.8776 -1.9815 -2.0975
C -3.5993 -1.8526 -1.5530
P -2.6539 -0.3758 -2.0210
C -2.2856 -0.5105 -3.7860
C -3.7080 1.0749 -1.8061
H -1.0675 -5.1624 -0.4889
H 0.4578 -4.2567 -0.3408
H -0.5369 -4.0888 -1.7960
H -2.1209 -4.2117 1.9282
H -2.1891 -2.4699 2.3112
H -0.6281 -3.3101 2.2401
H -3.5641 -4.7500 0.2233
H -5.8034 -4.9346 -0.7400
H -6.6609 -3.1579 -2.2404
H -5.2654 -1.2166 -2.7601
H -3.1992 -0.6484 -4.3649
H -1.6200 -1.3573 -3.9572
H -1.7835 0.4000 -4.1161
H -4.6089 0.9979 -2.4143
H -3.1457 1.9577 -2.1130
H -3.9808 1.1819 -0.7572
*
```

Energy relative to the best compared isomer or geometry (same formula, charge and spin): 77.4 kJ/mol